1.
9 unconnected molecules or ions with the total composition C36H93N3O12. Source: the Open Molecules 2025 dataset; level of theory: wB97M-V/def2-TZVPD.

The geometry in XYZ format:
```
144
Properties=species:S:1:pos:R:3:mulliken_spin:R:1
C -0.886 0.595 9.590 0.00
O 0.004 -0.465 9.461 0.00
C 1.361 -0.105 9.069 0.00
C 1.377 0.551 7.668 0.00
N 0.811 -0.401 6.690 0.00
C 0.676 0.248 5.389 0.00
C 0.536 -0.812 4.307 0.00
O 0.467 -0.317 3.005 0.00
C 1.728 0.065 2.429 0.00
H -0.415 1.435 10.102 0.00
H -1.703 0.303 10.250 0.00
H -1.288 0.946 8.640 0.00
H 1.939 -1.026 9.141 0.00
H 1.736 0.619 9.792 0.00
H 2.405 0.727 7.351 0.00
H 0.818 1.476 7.810 0.00
H -0.048 -0.657 7.156 0.00
H 1.591 0.713 5.022 0.00
H -0.154 0.955 5.408 0.01
H -0.395 -1.361 4.448 0.00
H 1.386 -1.492 4.363 0.00
H 1.631 0.790 1.621 0.00
H 2.166 -0.807 1.944 0.00
H 2.396 0.515 3.164 0.00
C 3.419 -1.803 -3.275 0.00
O 4.231 -2.999 -3.366 0.00
C 4.724 -3.504 -2.147 0.00
C 5.497 -4.859 -2.391 0.00
N 4.590 -5.842 -2.990 0.00
C 5.419 -6.886 -3.607 0.00
C 4.503 -7.938 -4.284 0.00
O 3.654 -7.531 -5.339 0.00
C 4.236 -6.987 -6.513 0.00
H 3.933 -0.999 -2.748 0.00
H 2.433 -1.991 -2.850 0.00
H 3.166 -1.382 -4.247 0.00
H 3.954 -3.694 -1.399 0.00
H 5.401 -2.759 -1.729 0.00
H 5.802 -5.262 -1.425 0.00
H 6.379 -4.705 -3.014 0.00
H 4.031 -5.356 -3.676 0.00
H 5.953 -7.409 -2.814 0.00
H 6.147 -6.522 -4.333 0.00
H 3.904 -8.401 -3.499 0.00
H 5.167 -8.703 -4.686 0.00
H 4.579 -7.871 -7.051 0.00
H 5.006 -6.249 -6.288 0.00
H 3.424 -6.465 -7.020 0.00
C -2.747 -2.021 6.594 0.00
O -2.362 -0.700 6.296 0.01
C -3.417 0.234 6.293 0.12
C -2.864 1.458 5.600 0.00
N -3.922 2.431 5.256 0.76
C -4.835 2.198 4.151 0.02
C -4.142 2.267 2.786 0.03
O -5.081 2.181 1.733 0.00
C -4.381 2.035 0.472 0.00
H -3.734 -2.321 6.242 0.00
H -2.683 -2.089 7.680 0.00
H -1.980 -2.649 6.141 0.00
H -3.781 0.369 7.312 0.00
H -4.226 -0.160 5.678 0.00
H -2.346 1.058 4.728 0.01
H -2.175 1.940 6.293 -0.01
H -4.433 2.630 6.105 -0.03
H -5.625 2.944 4.244 0.01
H -5.321 1.234 4.303 0.07
H -3.418 1.452 2.784 0.00
H -3.603 3.214 2.797 0.00
H -3.643 2.826 0.340 0.00
H -5.080 2.055 -0.364 0.00
H -3.873 1.083 0.321 0.00
C -3.231 -0.960 -5.228 0.00
C -1.777 -0.495 -5.311 0.00
C -1.502 0.989 -5.130 0.00
O -1.091 -1.095 -4.246 0.00
H -3.308 -2.034 -5.059 0.00
H -3.796 -0.595 -6.085 0.00
H -3.716 -0.470 -4.384 0.00
H -1.230 -0.806 -6.201 0.00
H -0.466 1.293 -4.982 0.00
H -2.029 1.404 -4.270 0.00
H -1.816 1.546 -6.013 0.00
H -0.962 -2.018 -4.477 0.00
C 2.563 5.230 -3.828 0.00
C 2.837 3.668 -4.128 0.00
C 1.723 2.818 -4.720 0.00
O 3.936 3.575 -4.945 0.00
H 2.285 5.653 -4.794 0.00
H 3.395 5.728 -3.331 0.00
H 1.667 5.196 -3.208 0.00
H 3.117 3.210 -3.180 0.00
H 1.560 3.102 -5.760 0.00
H 0.763 2.839 -4.203 0.00
H 1.968 1.760 -4.631 0.00
H 4.588 4.196 -4.612 0.00
C -0.345 1.592 -0.236 0.00
C -0.299 0.678 -1.464 0.00
C 0.353 -0.604 -1.101 0.00
O -1.619 0.471 -1.960 0.00
H 0.579 2.132 -0.032 0.00
H -0.664 1.083 0.674 0.00
H -1.026 2.408 -0.476 0.00
H 0.360 1.198 -2.160 0.00
H 0.274 -1.336 -1.905 0.00
H -0.077 -1.018 -0.189 0.00
H 1.435 -0.526 -0.993 0.00
H -1.595 0.019 -2.806 0.00
C 0.438 -4.439 -2.736 0.00
C 0.681 -4.333 -4.241 0.00
C 1.015 -5.713 -4.869 0.00
O -0.454 -3.769 -4.829 0.00
H -0.288 -5.211 -2.484 0.00
H 0.007 -3.508 -2.366 0.00
H 1.356 -4.523 -2.155 0.00
H 1.550 -3.677 -4.289 0.00
H 1.639 -5.697 -5.763 0.00
H 0.171 -6.395 -4.966 0.00
H 1.736 -6.170 -4.192 0.00
H -1.092 -4.486 -4.862 0.00
C -0.282 3.082 3.342 0.00
C -0.932 4.464 3.263 0.00
C -1.432 4.984 4.577 0.01
O -0.038 5.444 2.700 0.00
H 0.056 2.816 2.340 0.00
H -1.017 2.370 3.717 -0.01
H 0.574 3.146 4.013 0.00
H -1.723 4.335 2.524 0.00
H -2.324 4.440 4.890 0.00
H -1.639 6.051 4.491 0.00
H -0.652 4.913 5.336 0.00
H 0.783 5.448 3.197 0.00
C -4.408 4.240 -3.124 0.00
C -3.011 4.774 -2.682 0.00
C -2.153 4.731 -3.990 0.00
O -3.102 6.110 -2.250 0.00
H -4.374 3.228 -3.526 0.00
H -4.905 4.883 -3.850 0.00
H -5.085 4.265 -2.270 0.00
H -2.578 4.125 -1.921 0.00
H -1.800 3.737 -4.263 0.00
H -1.196 5.241 -3.874 0.00
H -2.677 4.993 -4.909 0.00
H -3.716 6.224 -1.520 0.00
```

## Properties
Relative energy (zero: lowest compared OMol25 entry of this formula, charge and spin), kJ/mol: 145.7
Charge: +1
Largest force on an atom, eV/A: 3.13
Multiplicity: 2

***

2.
7 unconnected molecules or ions with the total composition C46H55N7O4P. Source: the Open Molecules 2025 dataset; level of theory: wB97M-V/def2-TZVPD.

The geometry in XYZ format:
```
113
Properties=species:S:1:pos:R:3:lowdin_charge:R:1
C -6.475 -0.070 -1.205 -0.01
C -5.655 0.864 -0.370 -0.23
P -3.841 0.334 0.105 1.03
C -4.050 -0.667 1.763 -0.21
C -2.846 1.952 0.320 -0.25
C -2.774 2.245 1.950 -0.16
C -2.128 3.700 2.343 -0.23
O -2.229 4.804 1.554 -0.05
N -1.393 3.943 3.677 0.03
C -0.273 2.884 3.686 -0.19
C 0.994 3.162 2.683 0.01
C 2.194 2.000 2.639 -0.05
C 2.091 0.641 3.562 -0.06
C 0.816 0.365 4.590 -0.04
C -0.368 1.509 4.632 -0.03
C -3.096 -0.905 -1.153 -0.29
O -1.625 -0.899 -1.228 -0.18
C -1.202 -2.308 -1.452 -0.20
O 0.105 -2.434 -2.135 -0.15
C 0.426 -3.889 -2.305 -0.14
C 1.173 -4.232 -3.724 -0.20
O 0.958 -3.090 -4.626 -0.17
H -6.711 0.239 -2.311 0.10
H -6.846 -1.097 -0.727 0.10
H -6.033 1.896 0.063 0.08
H -4.391 -1.771 1.570 0.08
H -4.767 -0.063 2.477 0.08
H -2.996 -0.714 2.305 0.07
H -3.339 2.879 -0.248 0.12
H -1.747 1.848 -0.102 0.13
H -3.875 2.191 2.400 0.13
H -2.198 1.316 2.411 0.10
H -2.117 3.638 4.394 0.12
H 1.059 4.140 2.018 0.10
H 3.087 2.205 1.878 0.09
H 2.951 -0.164 3.466 0.09
H 0.839 -0.627 5.215 0.07
H -1.306 1.307 5.337 0.09
H -3.638 -0.787 -2.196 0.13
H -3.402 -1.990 -0.762 0.12
H -1.057 -2.785 -0.379 0.16
H -1.974 -2.918 -2.123 0.16
H 1.076 -4.267 -1.379 0.12
H -0.555 -4.566 -2.275 0.13
H 0.738 -5.208 -4.255 0.13
H 2.318 -4.454 -3.504 0.12
H 1.481 -3.189 -5.485 0.06
N 0.713 -2.525 7.292 0.04
C 1.949 -3.054 7.162 -0.15
C 2.932 -2.964 8.135 -0.06
C 2.632 -2.288 9.313 -0.07
C 1.368 -1.730 9.475 -0.08
C 0.451 -1.875 8.447 -0.16
H 2.136 -3.569 6.224 0.06
H 3.907 -3.411 7.978 0.11
H 3.377 -2.196 10.098 0.11
H 1.103 -1.197 10.381 0.10
H -0.550 -1.461 8.527 0.10
N 4.291 -2.626 -4.217 0.06
C 3.596 -1.512 -4.535 -0.14
C 4.187 -0.300 -4.854 -0.07
C 5.576 -0.222 -4.843 -0.08
C 6.319 -1.352 -4.517 -0.08
C 5.637 -2.520 -4.216 -0.16
H 2.516 -1.623 -4.527 0.08
H 3.580 0.562 -5.105 0.10
H 6.075 0.711 -5.086 0.11
H 7.402 -1.324 -4.499 0.10
H 6.173 -3.430 -3.959 0.10
N 2.981 -4.110 -6.821 0.05
C 2.185 -5.041 -7.391 -0.14
C 2.573 -5.839 -8.456 -0.07
C 3.854 -5.671 -8.971 -0.07
C 4.696 -4.719 -8.406 -0.06
C 4.219 -3.971 -7.342 -0.13
H 1.194 -5.132 -6.956 0.10
H 1.893 -6.573 -8.873 0.10
H 4.194 -6.277 -9.806 0.11
H 5.700 -4.563 -8.785 0.11
H 4.840 -3.217 -6.865 0.09
N 2.873 -4.327 4.108 0.05
C 3.773 -4.386 3.103 -0.14
C 3.444 -4.678 1.789 -0.07
C 2.110 -4.929 1.485 -0.08
C 1.159 -4.877 2.499 -0.08
C 1.585 -4.573 3.782 -0.15
H 4.801 -4.187 3.391 0.11
H 4.208 -4.710 1.021 0.11
H 1.813 -5.162 0.466 0.08
H 0.111 -5.068 2.295 0.10
H 0.880 -4.517 4.607 0.10
N 0.843 7.116 0.765 0.05
C -0.468 6.991 0.465 -0.15
C -1.036 7.446 -0.715 -0.07
C -0.211 8.072 -1.643 -0.08
C 1.144 8.218 -1.362 -0.08
C 1.619 7.727 -0.157 -0.15
H -1.071 6.498 1.222 0.07
H -2.095 7.315 -0.904 0.09
H -0.620 8.443 -2.578 0.11
H 1.813 8.702 -2.065 0.10
H 2.670 7.813 0.107 0.10
N -7.752 5.049 0.275 0.06
C -7.748 6.236 -0.370 -0.14
C -6.617 7.019 -0.538 -0.06
C -5.415 6.560 -0.009 -0.06
C -5.388 5.342 0.663 -0.08
C -6.571 4.629 0.776 -0.18
H -8.711 6.553 -0.762 0.11
H -6.672 7.963 -1.067 0.11
H -4.508 7.147 -0.119 0.10
H -4.467 4.957 1.087 0.06
H -6.600 3.671 1.288 0.08
```

## Properties
Charge: +1
E_tot, eV: -76477.9349
Largest force on an atom, eV/A: 9.06

***

3.
A gas-phase ion, C3H4NO4 (charge -1). Source: the Open Molecules 2025 dataset; level of theory: wB97M-V/def2-TZVPD.

The geometry in XYZ format:
```
12
Properties=species:S:1:pos:R:3:nbo_charge:R:1
C 1.163 0.551 0.586 0.53
C -0.232 0.039 -1.229 0.06
C 0.635 -0.375 1.500 0.07
N -1.416 0.088 -0.478 -0.17
O -2.534 0.313 -1.094 -0.42
O 2.010 1.419 1.010 -0.68
O 0.930 0.651 -0.782 -0.52
O -0.122 -1.400 1.395 -0.73
H 0.067 -1.024 -1.387 0.16
H -0.418 0.591 -2.277 0.18
H 1.197 -0.342 2.470 0.13
H -1.280 -0.510 0.288 0.39
```

## Properties
Relative energy (zero: lowest compared OMol25 entry of this formula, charge and spin), kJ/mol: 102.7
Charge: -1
Structure (SMILES): O=CC(=O)OCN[O-]
Largest force on an atom, eV/A: 5.04

***

4.
C4H8N4O in the gas phase. Source: the Open Molecules 2025 dataset; level of theory: wB97M-V/def2-TZVPD.

The geometry in XYZ format:
```
17
Properties=species:S:1:pos:R:3:nbo_charge:R:1
C -0.277 -1.393 -1.793 -0.23
C -1.553 -1.470 -2.278 0.49
C 1.511 1.108 2.058 -0.62
C 0.283 0.482 1.516 -0.28
N -1.574 -0.459 -0.271 -0.02
N 0.771 -0.183 0.217 -0.41
N -0.325 -0.685 -0.619 0.07
N -1.947 -1.920 -3.452 -0.80
O -2.339 -0.897 -1.339 -0.29
H 0.696 -1.491 -2.275 0.24
H 2.144 1.364 1.191 0.22
H 1.340 1.950 2.708 0.21
H 2.138 0.420 2.614 0.21
H -0.612 0.986 1.170 0.20
H -0.048 -0.147 2.384 0.18
H -1.192 -2.161 -4.043 0.40
H -2.870 -2.392 -3.709 0.43
```

## Properties
Relative energy (zero: lowest compared OMol25 entry of this formula, charge and spin), kJ/mol: 591.6
Charge: 0
Largest force on an atom, eV/A: 4.40